1.
Molecular formula: C5H7N3
Method: DFT, ωB97M-V with the def2-TZVPD basis set

```
15
Properties=species:S:1:pos:R:3:forces:R:3:lowdin_charge:R:1
C -2.258 -0.205 0.078 -1.978 -6.353 3.962 -0.46
C 0.074 0.293 0.030 -0.496 -1.400 -0.640 -0.41
C 1.800 -0.984 -0.085 0.164 -0.018 3.512 -0.21
C 2.297 0.442 -0.062 1.697 0.753 0.814 -0.06
C 1.225 1.202 -0.067 -2.077 1.988 1.215 -0.04
H -3.967 -0.834 -0.133 0.714 2.771 -0.313 0.08
H -1.921 -1.360 0.800 -1.172 3.141 -2.663 0.21
H -1.495 1.498 -0.523 0.683 -2.616 3.131 0.25
H 2.139 -1.659 0.808 -0.442 1.385 -1.475 0.16
H 2.039 -1.467 -0.930 1.629 -1.922 -3.119 0.07
H 3.278 0.985 0.141 -0.994 -1.646 -0.678 0.13
H 1.128 2.306 0.078 0.306 -1.124 -0.340 0.12
N -3.441 0.131 -0.237 -0.784 -3.247 -0.326 0.05
N -1.253 0.587 0.228 1.415 8.601 -4.069 0.02
N 0.354 -0.936 -0.127 1.336 -0.311 0.987 0.09
```
Forces are in eV/Å.

DFT total energy: -358.86119 a.u.
F_max: 9.6 eV/A
LUMO: 0.745 eV
Relative energy (zero: lowest compared OMol25 entry of this formula, charge and spin): 412.7 kJ/mol


2.
Molecular formula: C5H7N3
Method: DFT, ωB97M-V with the def2-TZVPD basis set

```
15
Properties=species:S:1:pos:R:3:forces:R:3:lowdin_charge:R:1
C -2.012 1.548 0.315 -0.683 -0.104 1.715 0.01
C -1.133 0.880 1.076 -0.615 0.549 -0.266 -0.08
C -0.039 0.040 0.608 0.126 -0.190 0.223 -0.33
N 0.805 -0.602 1.400 0.301 0.155 -1.528 0.10
C 1.693 -1.210 0.506 0.282 -0.269 2.046 -0.15
C 1.401 -0.949 -0.783 -0.692 -0.206 0.373 -0.06
N 0.267 -0.166 -0.717 0.448 -0.535 0.375 -0.14
N -0.456 0.158 -1.840 0.193 1.509 -0.882 0.08
H -2.087 1.479 -0.729 0.067 0.100 -1.051 0.01
H -2.838 2.099 0.791 0.626 -0.171 -0.154 0.06
H -1.253 0.998 2.154 0.393 -0.304 -0.248 0.11
H 2.477 -1.828 0.936 -0.079 0.174 -0.394 0.10
H 1.800 -1.379 -1.682 -0.094 0.323 -0.217 0.11
H -0.461 1.186 -1.923 -0.004 -0.697 -0.177 0.10
H -1.412 -0.141 -1.768 -0.270 -0.334 0.185 0.09
```
Forces are in eV/Å.

DFT total energy: -358.93452 a.u.
F_max: 2.1 eV/A
Structure (SMILES): C=Cc1nccn1N
LUMO: 0.817 eV
Relative energy (zero: lowest compared OMol25 entry of this formula, charge and spin): 220.2 kJ/mol


3.
Molecular formula: C5H7N3
Method: DFT, ωB97M-V with the def2-TZVPD basis set

```
15
Properties=species:S:1:pos:R:3:forces:R:3:lowdin_charge:R:1
H -3.230 0.768 0.339 0.894 -0.308 0.107 0.06
N -2.295 0.710 0.778 -0.771 0.165 -0.090 0.12
C -1.397 0.176 0.059 -0.406 0.164 -0.083 -0.47
C -1.500 -0.415 -1.312 -1.512 -0.609 0.095 -0.04
N -0.136 0.084 0.670 -0.844 0.487 -1.584 0.10
C 1.032 0.110 -0.055 3.263 -3.340 1.582 -0.40
C 2.234 0.260 0.832 -1.904 0.671 0.261 -0.07
C 2.901 0.312 1.832 1.563 1.208 0.395 0.11
N 1.241 -0.550 -1.142 0.081 0.791 -0.434 0.11
H 2.251 -0.643 -1.334 -0.735 0.495 0.163 0.07
H -0.620 -0.195 -1.895 -0.181 0.177 -0.377 0.03
H -2.472 -0.119 -1.799 1.071 -0.315 0.491 0.09
H -1.470 -1.523 -1.157 -0.121 0.753 -0.319 0.10
H -0.191 0.340 1.631 0.568 0.565 0.485 0.13
H 3.652 0.684 2.553 -0.965 -0.906 -0.693 0.05
```
Forces are in eV/Å.

DFT total energy: -358.88695 a.u.
F_max: 4.9 eV/A
Structure (SMILES): [H]/N=C(\C)N/C(C#C)=N/[H]
LUMO: 0.463 eV
Relative energy (zero: lowest compared OMol25 entry of this formula, charge and spin): 345.1 kJ/mol


4.
Molecular formula: C5H7N3
Method: DFT, ωB97M-V with the def2-TZVPD basis set

```
15
Properties=species:S:1:pos:R:3:forces:R:3:lowdin_charge:R:1
C -2.001 0.021 -0.207 -1.560 0.540 -1.789 -0.19
C -1.426 1.153 0.141 1.346 3.984 0.397 -0.04
C -0.040 0.772 0.274 1.462 -1.099 1.660 -0.26
N 1.105 1.196 -0.137 -2.318 2.790 0.026 0.05
N 2.025 0.270 -0.136 -3.932 -2.396 2.757 -0.07
C 1.344 -1.042 -0.067 -0.265 0.721 -0.827 -0.09
C -0.084 -0.768 0.588 3.585 0.178 -2.893 -0.19
N -1.196 -1.074 -0.271 -0.576 -2.088 0.131 0.00
H -2.851 -0.071 -0.821 -1.660 0.080 0.109 0.11
H -1.664 2.279 0.127 -0.360 -2.324 -0.275 0.14
H 2.883 0.422 -0.472 3.390 0.780 -1.773 0.07
H 2.076 -1.646 0.383 0.213 -1.616 0.910 0.09
H 1.175 -1.327 -1.104 -0.176 -0.517 -0.149 0.11
H -0.170 -1.263 1.521 -0.150 0.385 1.478 0.13
H -1.745 -1.947 -0.195 1.002 0.581 0.237 0.15
```
Forces are in eV/Å.

DFT total energy: -358.86976 a.u.
F_max: 5.4 eV/A
Structure (SMILES): C1=CC2=NNC[C@@H]2N1
LUMO: 1.002 eV
Relative energy (zero: lowest compared OMol25 entry of this formula, charge and spin): 390.2 kJ/mol


5.
Molecular formula: C5H7N3
Method: DFT, ωB97M-V with the def2-TZVPD basis set

```
15
Properties=species:S:1:pos:R:3:forces:R:3:lowdin_charge:R:1
C -2.538 0.431 -0.035 1.127 1.433 1.162 -0.10
C -1.303 1.149 -0.274 -2.528 2.909 2.351 -0.06
C -0.313 0.181 -0.279 1.471 0.689 1.117 -0.46
N 1.049 0.667 -0.246 2.255 -3.270 0.133 -0.02
C 2.144 0.088 0.760 -0.524 -0.340 -0.045 -0.15
C 2.158 -0.449 -0.632 -2.200 0.619 -0.689 -0.16
N -0.745 -1.038 -0.121 -2.091 -0.806 0.653 0.10
N -2.139 -0.853 0.161 2.458 1.589 -1.387 -0.03
H -3.641 0.700 0.262 2.511 -0.270 -0.980 0.14
H -1.010 2.269 0.112 -1.186 -2.877 -1.772 0.15
H 1.882 -0.904 1.517 0.613 3.637 -1.736 0.17
H 2.834 1.009 1.033 -1.481 -2.452 -0.130 0.12
H 2.704 -0.220 -1.598 -0.210 0.065 1.821 0.11
H 1.695 -1.471 -0.626 0.529 1.017 -0.319 0.08
H -2.777 -1.559 -0.035 -0.745 -1.944 -0.182 0.10
```
Forces are in eV/Å.

DFT total energy: -358.83152 a.u.
F_max: 4.5 eV/A
Structure (SMILES): c1cc(N2CC2)n[nH]1
LUMO: 1.089 eV
Relative energy (zero: lowest compared OMol25 entry of this formula, charge and spin): 490.6 kJ/mol


6.
Molecular formula: C5H7N3
Method: DFT, ωB97M-V with the def2-TZVPD basis set

```
15
Properties=species:S:1:pos:R:3:forces:R:3:lowdin_charge:R:1
C 1.137 0.989 -0.489 -2.756 -0.356 -2.713 -0.12
C 0.590 1.032 0.977 1.308 0.640 0.350 -0.11
C -1.169 -0.533 1.184 -0.671 -3.414 1.292 -0.27
C -0.551 -0.973 -1.272 -3.651 0.852 -0.890 -0.11
C 0.660 -0.510 -0.323 0.415 -4.738 -5.501 -0.36
H 2.104 1.311 -1.070 -1.365 -0.916 2.248 0.13
H 0.295 1.569 -1.101 1.860 -1.290 0.820 0.13
H 1.441 1.445 1.601 -1.859 -0.550 0.355 0.13
H -0.423 1.494 0.862 1.392 0.485 1.169 0.12
H -1.381 -0.682 2.214 -0.397 1.103 1.268 0.10
H -0.312 -0.969 -2.432 -0.476 -0.261 2.515 0.13
H 1.395 -1.500 -0.736 -1.197 3.019 1.730 0.19
N 0.260 -0.527 1.052 0.119 3.628 -0.970 -0.03
N -2.166 -0.978 0.510 1.840 0.832 -2.289 0.04
N -1.881 -1.168 -0.978 5.439 0.966 0.616 0.02
```
Forces are in eV/Å.

DFT total energy: -358.76369 a.u.
F_max: 7.3 eV/A
LUMO: 0.228 eV
Relative energy (zero: lowest compared OMol25 entry of this formula, charge and spin): 668.7 kJ/mol


7.
Molecular formula: C5H7N3
Method: DFT, ωB97M-V with the def2-TZVPD basis set

```
15
Properties=species:S:1:pos:R:3:forces:R:3:lowdin_charge:R:1
C -1.169 -1.095 0.027 -1.315 -3.798 -0.547 -0.15
C -1.032 1.106 -0.230 -2.571 -2.122 -4.066 -0.13
C 0.930 -0.087 0.283 4.484 2.821 0.589 -0.35
C 2.080 -0.992 0.025 -3.129 0.220 -0.486 -0.20
C 1.704 1.215 0.015 0.558 2.218 -0.861 -0.17
H -1.790 -1.584 -1.379 1.354 0.939 4.364 0.20
H -2.270 -0.500 0.877 3.438 -2.386 -2.367 0.19
H -0.317 -2.138 0.707 -3.174 3.008 -2.234 0.19
H -0.518 2.014 -0.338 0.414 1.248 -1.390 0.07
H -1.863 0.568 -0.980 0.826 3.637 1.218 0.14
H -1.510 1.135 0.688 -0.714 -0.084 2.241 0.03
H 0.958 0.002 1.354 -1.257 -0.421 1.104 0.14
N -0.267 -0.084 -0.463 0.504 -1.268 2.272 -0.32
N 2.787 -1.773 -0.382 1.926 -1.585 -0.475 0.19
N 2.276 2.213 -0.205 -1.344 -2.427 0.638 0.18
```
Forces are in eV/Å.

DFT total energy: -358.66916 a.u.
F_max: 5.3 eV/A
LUMO: -0.202 eV
Relative energy (zero: lowest compared OMol25 entry of this formula, charge and spin): 916.9 kJ/mol


8.
Molecular formula: C5H7N3O
Method: DFT, ωB97M-V with the def2-TZVPD basis set

```
16
Properties=species:S:1:pos:R:3:forces:R:3:lowdin_charge:R:1
C 2.024 -1.227 -0.264 -5.447 -6.333 -8.287 0.03
C 1.521 -0.273 -1.427 4.964 -4.134 0.282 -0.48
O 2.168 -0.161 -2.479 -1.661 0.469 1.315 0.04
N 0.447 0.390 -1.112 -2.929 4.886 -3.883 0.16
C -0.465 0.414 -0.124 -1.923 -1.917 3.972 -0.37
N -0.473 -0.407 0.886 -0.355 -0.913 1.622 0.09
C -1.584 -0.097 1.727 1.616 -1.204 0.961 -0.09
C -2.205 0.962 1.156 10.266 -7.093 -3.828 -0.08
N -1.549 1.245 -0.017 2.244 -5.639 3.906 0.16
H 1.183 -1.989 0.012 1.260 1.818 -0.218 0.12
H 2.228 -0.671 0.425 2.269 5.878 8.331 -0.04
H 2.799 -1.871 -0.546 1.508 -0.293 -0.867 0.06
H 0.186 1.073 -1.885 0.637 -1.188 1.094 0.20
H -1.762 -0.674 2.810 0.462 1.797 -3.505 0.16
H -2.903 1.391 1.451 -11.291 7.202 4.338 -0.01
H -1.615 1.894 -0.612 -1.620 6.664 -5.231 0.06
```
Forces are in eV/Å.

DFT total energy: -434.12067 a.u.
F_max: 14.1 eV/A
Structure (SMILES): CC(=O)Nc1ncc[nH]1
LUMO: 0.514 eV
Relative energy (zero: lowest compared OMol25 entry of this formula, charge and spin): 324.6 kJ/mol